# 1
A structure of composition C14H19ClHfN2O3. Source: the OMol25 dataset; level of theory: ωB97M-V/def2-TZVPD.

Properties
* net charge: +2
* energy relative to the best compared isomer or geometry (same formula, charge and spin): 87.5 kJ/mol
* HOMO level: -15.84 eV
* DFT total energy: -37765.060 eV
* frontier orbital gap: 6.8 eV

Geometry (Å):
Cl (0.6412, 2.7241, -1.2793)
C (-2.8474, 3.1135, 0.3988)
C (-3.5317, 1.8544, 0.2689)
C (-3.4224, 1.4322, -1.0982)
H (-4.1983, 1.4328, 1.0200)
C (-2.6670, 2.4206, -1.8248)
C (-2.2887, 3.4348, -0.8787)
H (-1.8299, 4.3824, -1.1449)
H (-2.8721, 3.7554, 1.2777)
H (-3.9525, 0.5893, -1.5537)
C (-2.3049, 2.3686, -3.2674)
Hf (-1.0436, 1.3209, -0.3138)
C (-2.0259, -0.3141, 1.0033)
C (0.0741, 1.9237, 1.5681)
O (-2.3085, -1.2927, 1.5682)
O (1.0013, 2.0264, 2.2510)
H (-2.1538, 1.3316, -3.5860)
H (-1.3706, 2.9050, -3.4366)
H (-3.0675, 2.8118, -3.9181)
C (1.9267, -1.2550, -1.9857)
N (2.0285, -1.6243, -0.5892)
C (3.1359, -2.5093, -0.2274)
C (3.3023, -2.5538, 1.2471)
C (1.9486, -2.7579, 1.8378)
N (1.1775, -1.5713, 1.5557)
C (0.4603, -1.0580, 2.7344)
C (1.1452, -1.1190, 0.2941)
O (0.2905, -0.2388, -0.1538)
H (0.9754, -1.5810, -2.4375)
H (2.7437, -1.7896, -2.4876)
H (2.0579, -0.1741, -2.1497)
H (2.9162, -3.5100, -0.6169)
H (4.0279, -2.1446, -0.7389)
H (3.7378, -1.6235, 1.6075)
H (3.9495, -3.3660, 1.5381)
H (1.9664, -2.8348, 2.9202)
H (1.4423, -3.6389, 1.4160)
H (-0.1350, -1.8779, 3.1624)
H (1.2215, -0.8150, 3.4969)
H (-0.1513, -0.1778, 2.5222)

Forces on atoms 1 to 6 (eV/Å):
-0.04 -0.56 0.42
0.15 -0.91 -0.59
0.16 0.69 -0.59
0.32 0.24 0.25
0.38 -0.09 -0.14
-0.08 0.20 1.16

These are the Löwdin partial charges, in e, on atoms 1 to 5:
1. Cl 0.20
2. C -0.10
3. C -0.17
4. C -0.13
5. H 0.13

=====

# 2
A structure of composition C14H19KN3OS. Source: the OMol25 dataset; level of theory: ωB97M-V/def2-TZVPD.

Properties
* net charge: +1
* energy relative to the best compared isomer or geometry (same formula, charge and spin): 16.6 kJ/mol
* HOMO level: -11.76 eV
* DFT total energy: -48500.723 eV
* frontier orbital gap: 9.3 eV

Geometry (Å):
K (-1.0856, -0.8707, 0.5452)
C (3.1937, 0.9129, 2.5079)
C (2.9340, 2.2361, 2.8079)
C (1.6711, 2.7474, 2.5663)
C (0.6893, 1.9202, 2.0316)
N (0.9334, 0.6346, 1.7436)
C (2.1581, 0.1629, 1.9768)
C (-0.7059, 2.4540, 1.7716)
C (-0.9993, 3.8066, 1.9056)
C (-2.2889, 4.2505, 1.6729)
C (-3.2632, 3.3382, 1.3139)
C (-2.8821, 2.0121, 1.2062)
N (-1.6454, 1.5668, 1.4241)
H (4.1600, 0.4591, 2.6783)
H (3.6996, 2.8736, 3.2311)
H (1.4482, 3.7755, 2.8034)
H (2.3203, -0.8815, 1.7279)
H (-0.2287, 4.5127, 2.1722)
H (-2.5188, 5.3038, 1.7712)
H (-4.2853, 3.6336, 1.1241)
H (-3.6217, 1.2685, 0.9237)
O (-1.1140, -1.2426, -1.7664)
S (-0.6845, -2.5351, -2.4651)
C (-0.6345, -2.2502, -4.2493)
C (0.7334, -2.7017, -4.7424)
C (1.7192, -2.2106, -3.6894)
C (1.1226, -2.6425, -2.3500)
H (-0.7616, -1.1685, -4.3474)
H (-1.4928, -2.7439, -4.6998)
H (0.9257, -2.2978, -5.7356)
H (0.7756, -3.7897, -4.8289)
H (1.8037, -1.1232, -3.7266)
H (2.7208, -2.6163, -3.8243)
H (1.3958, -2.0160, -1.4999)
H (1.3793, -3.6737, -2.1024)
N (-1.8046, -3.0843, 2.3193)
H (-2.7414, -3.4428, 2.1631)
H (-1.8194, -2.6770, 3.2497)
H (-1.2058, -3.9006, 2.3903)

Forces on atoms 1 to 6 (eV/Å):
-0.05 -0.07 1.02
-0.07 -0.10 -0.05
0.07 0.19 0.07
-0.04 -0.09 -0.01
-0.39 0.12 -0.06
0.05 0.21 -0.01

These are the Löwdin partial charges, in e, on atoms 1 to 5:
1. K 0.83
2. C -0.05
3. C -0.04
4. C -0.01
5. C -0.20

=====

# 3
A structure of composition C14H19N2O6P. Source: the OMol25 dataset; level of theory: ωB97M-V/def2-TZVPD.

Properties
* net charge: 0
* HOMO level: -9.57 eV
* DFT total energy: -39367.828 eV
* frontier orbital gap: 8.0 eV

Geometry (Å):
C (-1.3833, -2.7061, -2.0937)
C (-2.1568, -2.5679, -0.9507)
H (-1.5372, -2.3312, -0.0840)
H (-2.8940, -3.4690, -0.8486)
O (-3.1701, -1.6177, -1.2668)
P (-3.2740, -0.2567, -0.1387)
O (-4.4014, 0.6171, -0.3680)
O (-3.3200, -0.7749, 1.1581)
C (-3.7914, 0.0594, 2.2536)
C (-2.6237, 0.9684, 2.7735)
H (-1.7993, 0.6835, 3.0276)
H (-2.5713, 1.8286, 1.8854)
H (-2.9670, 1.3717, 3.5550)
H (-4.6177, 0.6601, 2.0707)
H (-4.0002, -0.6700, 3.0320)
C (-1.6156, 0.5619, -0.1865)
N (-0.6056, -0.4150, -0.0063)
O (0.6449, 0.0894, -0.0688)
C (1.6647, -0.7657, 0.0526)
O (1.1676, -1.9475, 0.4658)
C (2.9203, -0.4265, 0.0293)
C (3.7305, -1.1903, 0.9324)
C (5.1840, -0.8734, 0.9427)
C (5.6048, 0.2368, 0.5009)
C (4.8027, 1.2050, -0.5839)
C (3.5300, 0.7822, -0.4762)
C (2.5975, 1.5209, -1.2397)
H (2.0726, 1.3419, -2.0474)
H (3.1174, 2.4396, -1.5925)
H (1.8876, 2.1474, -0.5212)
H (5.2043, 2.0511, -0.8353)
H (6.6839, 0.4134, 0.2792)
H (5.8881, -1.6212, 1.4224)
H (3.4238, -2.3198, 1.1807)
C (-1.3861, 1.9819, -0.6421)
O (-0.3492, 2.8834, -0.2239)
N (-2.3063, 2.5582, -1.5871)
H (-3.2084, 2.0738, -1.2536)
H (-2.3240, 3.5815, -1.6100)
H (-0.9146, -3.4516, -1.9700)
H (-0.7216, -1.9074, -2.1367)
H (-2.1860, -2.7450, -2.8303)

Forces on atoms 1 to 6 (eV/Å):
-5.38 7.68 -3.67
-4.08 -1.85 3.43
-0.67 -0.32 0.28
2.03 0.76 0.59
-0.82 5.45 3.46
1.43 0.08 -11.44

These are the Löwdin partial charges, in e, on atoms 1 to 5:
1. C -0.07
2. C -0.37
3. H 0.10
4. H 0.17
5. O -0.20

=====

# 4
An isolated molecule of C14H19N3O2S. Source: the OMol25 dataset; level of theory: ωB97M-V/def2-TZVPD.

Properties
* SMILES: CC[C@@H](NS(=O)(=O)c1cnn(CC)c1)c1ccccc1
* net charge: 0
* energy relative to the best compared isomer or geometry (same formula, charge and spin): 1644.2 kJ/mol
* HOMO level: -9.09 eV
* DFT total energy: -34210.568 eV
* frontier orbital gap: 9.2 eV

Geometry (Å):
C (2.6419, -2.3009, -2.6670)
C (1.4437, -2.6418, -1.8560)
H (1.7023, -3.2203, -1.0296)
H (0.8450, -3.3509, -2.5242)
C (0.7876, -1.4611, -1.5200)
N (-0.5014, -2.1528, -0.7972)
S (-1.7221, -1.1710, -0.5884)
O (-2.0540, -0.3680, -2.0936)
O (-2.9610, -1.7562, -0.2182)
C (-1.2945, 0.2663, 0.4496)
C (-1.1622, 1.4169, 0.0613)
N (-0.6466, 2.0575, 1.0814)
N (-0.4764, 1.3955, 2.2123)
C (-1.1925, 0.1172, 1.8444)
H (-1.2407, -0.6362, 2.3511)
C (-0.0983, 3.3475, 1.4758)
C (-1.1862, 4.4475, 1.5642)
H (-1.9126, 4.0832, 2.3765)
H (-2.0526, 4.4662, 0.5580)
H (-1.0296, 5.3405, 1.6957)
H (0.4444, 3.5155, 2.2299)
H (0.4353, 3.5373, 0.6225)
H (-1.1132, 1.9488, -0.8182)
H (-0.5151, -2.7931, 0.1258)
C (1.2482, -0.6122, -0.7197)
C (1.7993, 0.6151, -0.8766)
C (2.7305, 1.4107, -0.0294)
C (2.6787, 0.9642, 1.2044)
C (2.4864, -0.4255, 1.7063)
C (1.7602, -1.1333, 0.8734)
H (1.3083, -2.0927, 1.0795)
H (2.6916, -0.5953, 2.5305)
H (3.3447, 1.5977, 1.9318)
H (3.0090, 2.3569, -0.4076)
H (1.6785, 0.8607, -1.9172)
H (0.0666, -1.0311, -2.2510)
H (2.2984, -1.6054, -3.7512)
H (3.2935, -1.8203, -1.9473)
H (3.1834, -3.1798, -3.1313)

Forces on atoms 1 to 6 (eV/Å):
0.81 0.61 -3.76
1.19 -4.08 -4.99
0.67 -0.83 1.68
0.09 1.20 1.13
-10.47 -5.69 -4.74
-0.88 -1.86 3.19

These are the Löwdin partial charges, in e, on atoms 1 to 5:
1. C -0.09
2. C -0.29
3. H 0.10
4. H 0.16
5. C -0.41

=====

# 5
An isolated molecule of C14H19NO3. Source: the OMol25 dataset; level of theory: ωB97M-V/def2-TZVPD.

Properties
* SMILES: CC1(C)OC(=O)N(CCc2ccccc2)[C@@]1(C)O
* net charge: 0
* energy relative to the best compared isomer or geometry (same formula, charge and spin): 12.6 kJ/mol
* HOMO level: -9.15 eV
* DFT total energy: -22460.408 eV
* frontier orbital gap: 9.9 eV

Geometry (Å):
C (-3.3765, -1.5796, -0.0432)
H (-4.0061, -0.9397, -0.6551)
H (-3.4008, -2.5822, -0.4597)
H (-3.7726, -1.5976, 0.9682)
C (-1.9389, -1.0768, -0.0207)
C (-1.0132, -2.1008, 0.6373)
H (0.0074, -1.7249, 0.6683)
H (-1.3489, -2.3385, 1.6416)
H (-1.0222, -3.0072, 0.0369)
O (-1.4821, -0.8901, -1.3709)
C (-0.6871, 0.1979, -1.4365)
O (-0.0851, 0.5285, -2.4191)
N (-0.7074, 0.8492, -0.2348)
C (-0.0556, 2.1281, -0.0699)
H (0.2313, 2.4496, -1.0746)
H (-0.7719, 2.8446, 0.3433)
C (1.1935, 2.0420, 0.8250)
C (2.0060, 0.8150, 0.5105)
C (2.2108, -0.1634, 1.4745)
C (2.9128, -1.3188, 1.1748)
C (3.4179, -1.5102, -0.0989)
C (3.2319, -0.5336, -1.0630)
C (2.5355, 0.6217, -0.7598)
H (2.3900, 1.3710, -1.5220)
H (3.6261, -0.6741, -2.0581)
H (3.9570, -2.4151, -0.3376)
H (3.0598, -2.0708, 1.9369)
H (1.8267, -0.0191, 2.4759)
H (0.9015, 2.0258, 1.8757)
H (1.7897, 2.9414, 0.6547)
C (-1.7866, 0.3505, 0.5952)
O (-2.9397, 1.1420, 0.4221)
H (-3.1708, 1.1828, -0.5140)
C (-1.4867, 0.3801, 2.0856)
H (-2.2719, -0.1523, 2.6142)
H (-0.5247, -0.0692, 2.2981)
H (-1.4951, 1.4142, 2.4183)

Forces on atoms 1 to 6 (eV/Å):
0.38 0.26 -0.16
-0.07 0.03 0.00
-0.01 -0.12 -0.01
-0.08 -0.03 0.10
-0.11 -0.17 0.55
-0.10 0.27 -0.29

These are the Löwdin partial charges, in e, on atoms 1 to 5:
1. C 0.01
2. H 0.09
3. H 0.09
4. H 0.10
5. C -0.44

=====

# 6
An isolated molecule of C14H19NO3. Source: the OMol25 dataset; level of theory: ωB97M-V/def2-TZVPD.

Properties
* SMILES: CCOc1ccc(C(=O)NC[C@@H]2CCCO2)cc1
* net charge: 0
* energy relative to the best compared isomer or geometry (same formula, charge and spin): 130.2 kJ/mol
* HOMO level: -8.54 eV
* DFT total energy: -22459.189 eV
* frontier orbital gap: 9.4 eV

Geometry (Å):
C (2.9022, -2.0304, -6.0379)
C (2.8951, -1.8549, -4.5275)
O (1.5685, -1.5562, -4.1368)
C (1.2936, -1.3629, -2.8235)
C (2.2252, -1.4208, -1.7905)
C (1.8177, -1.2065, -0.4878)
C (0.4934, -0.9167, -0.1798)
C (-0.4378, -0.8708, -1.2167)
C (-0.0436, -1.0930, -2.5169)
H (-0.7557, -1.0682, -3.3269)
H (-1.4826, -0.6906, -1.0111)
C (0.1454, -0.7045, 1.2517)
O (0.8125, -1.1669, 2.1603)
N (-0.9843, 0.0152, 1.4741)
H (-1.3914, 0.5541, 0.7258)
C (-1.3752, 0.4243, 2.7991)
H (-0.7329, -0.1067, 3.5050)
C (-1.2120, 1.9444, 2.9645)
H (-0.1579, 2.2001, 2.7972)
C (-1.7216, 2.4412, 4.3228)
H (-1.1396, 3.3026, 4.6512)
H (-1.6646, 1.6664, 5.0833)
C (-3.1541, 2.8634, 4.0019)
H (-3.8201, 2.0003, 4.0198)
C (-3.0001, 3.3877, 2.5763)
H (-2.6863, 4.4414, 2.5834)
O (-1.9897, 2.6041, 1.9673)
H (-3.9095, 3.2968, 1.9777)
H (-3.5385, 3.6205, 4.6809)
H (-2.4212, 0.1475, 2.9684)
H (2.5308, -1.2609, 0.3211)
H (3.2635, -1.6351, -1.9886)
H (3.2335, -2.7777, -4.0365)
H (3.5668, -1.0351, -4.2374)
H (2.5628, -1.1173, -6.5190)
H (3.9074, -2.2618, -6.3785)
H (2.2339, -2.8391, -6.3201)

Forces on atoms 1 to 6 (eV/Å):
-0.13 0.07 0.43
0.36 -0.09 -0.19
-0.21 0.04 0.02
-0.20 0.05 0.20
0.13 -0.06 -0.32
-0.27 0.08 0.18

These are the Löwdin partial charges, in e, on atoms 1 to 5:
1. C -0.07
2. C -0.26
3. O -0.05
4. C -0.27
5. C -0.01

=====

no.,LUMO level (eV)
1,-9.05
2,-2.46
3,-1.60
4,0.09
5,0.70
6,0.88